Record 1
55
Properties=species:S:1:pos:R:3:forces:R:3 method="wB97M-V/def2-TZVPD" spin_multiplicity=1 charge=0 smiles=CCCCN(C)C.O.O.O.O.O.O.O.O.O.O.O homo_lumo_gap_ev=9.8 e_tot_ev=-30836.0200 de_lowest_kj_mol=158.9
H 3.646011 1.063085 -1.057166 -0.987 0.063 -0.530
H -0.916400 -3.199326 0.889864 0.274 -0.481 0.025
H 0.244382 0.726420 3.295256 0.418 -0.677 0.225
O -1.616843 2.699159 -1.805094 -0.145 0.619 -0.821
H 1.434729 -1.321490 2.566974 0.149 -0.624 -0.409
H -2.117289 0.041189 1.485616 0.178 0.042 -0.301
H 0.453003 -0.671774 -2.442571 0.138 -0.308 1.031
H -1.791574 -0.359734 -2.253155 -0.165 -0.267 0.338
H -1.382234 -2.780369 -1.368228 0.366 -0.969 -0.066
C -0.023844 -0.392004 -0.264744 -0.707 0.338 -1.353
H 0.479654 0.853708 -3.000521 0.076 0.903 -0.451
H -3.942456 0.880715 0.650101 -0.300 0.570 0.216
H 2.660143 -0.958782 -0.297619 -0.313 -0.149 0.276
H 0.760012 -2.082585 -1.426011 -0.268 0.769 0.249
H -0.788488 -3.632016 -2.518185 0.271 -0.025 -0.707
H 3.220652 0.225368 1.134850 -0.167 -0.291 -0.691
H 2.441113 -3.156202 1.857159 0.291 0.173 0.117
C -1.975983 -0.966044 1.074117 0.213 0.203 0.128
N -1.373851 -1.035031 -0.267691 -0.152 1.116 0.101
H 2.185460 -0.021555 2.911458 -0.702 -0.601 0.143
H -3.219138 -0.910567 -1.312746 0.479 0.309 -0.007
H -2.946583 -1.432131 1.115030 -0.460 -0.302 -0.355
C 0.809501 -0.968047 -1.408334 0.777 -0.730 -0.697
H -0.831301 1.390192 2.464745 0.193 0.262 0.383
H -2.442194 0.692371 -1.044816 -0.097 0.010 0.305
O -1.343233 2.473001 0.844940 0.126 0.978 1.804
O 1.308628 2.643866 1.384955 0.896 0.522 0.394
O 0.189602 1.657054 -3.484733 0.156 -0.254 -0.030
O 1.389327 -0.571842 3.158440 0.450 1.197 0.743
C -2.258444 -0.360281 -1.253210 0.026 -0.656 -0.198
H -2.130761 3.379956 -2.267325 -0.033 -0.197 0.470
H 2.561416 1.111738 -2.492755 0.172 0.260 -0.007
H -3.002838 1.981660 1.063161 0.195 0.240 0.094
H 2.891182 -1.233028 -1.940557 0.184 0.012 -0.613
H -1.438365 2.575523 -0.092475 -0.260 0.318 -1.756
H 1.933274 1.553315 -0.876689 0.251 -0.477 -0.178
O -0.286858 -3.945032 0.861254 -0.550 -0.146 -1.282
C 2.303865 -0.628182 -1.268669 -0.565 0.736 0.486
C 2.600804 0.870099 -1.430627 1.183 -0.106 0.287
O -3.944353 1.793327 0.988434 -0.534 -0.830 -0.275
O -0.243914 1.557279 3.220622 -0.793 0.329 -0.061
H -1.369283 -1.490856 1.803192 0.365 -0.105 0.100
H 0.967447 2.204402 -3.679174 -0.197 -0.464 0.224
H 1.125280 -3.051541 1.155256 -0.217 -0.005 -0.234
H -0.979772 2.412777 -2.498754 0.057 -0.188 0.352
H 0.977877 2.474312 2.294755 -0.185 0.012 -0.215
O 1.907010 -2.504491 1.390912 0.151 -0.556 -0.053
O -1.171224 -3.717457 -1.654718 -0.707 0.972 0.634
H 2.624500 1.569251 1.654991 -0.656 0.557 -0.759
O 3.244122 0.860666 1.835667 1.293 -0.264 1.268
H -1.355290 3.386327 1.214302 0.046 -0.880 -0.291
H -0.049570 0.742641 -0.349815 -0.322 -1.267 0.127
H 0.526391 2.449076 0.872194 -0.341 -0.106 -0.207
H -0.410572 -4.261534 -0.091288 0.183 0.587 1.430
H 0.467268 -0.616575 0.659425 0.268 -0.173 0.596

Record 2
18
Properties=species:S:1:pos:R:3:forces:R:3 method="wB97M-V/def2-TZVPD" spin_multiplicity=1 charge=-1 homo_lumo_gap_ev=7.7 e_tot_ev=-9458.6684 de_lowest_kj_mol=131.3
C 0.347503 0.547682 3.113831 6.448 -2.620 -2.624
C 0.014304 -0.398811 1.941334 0.875 3.924 -0.593
H 0.987098 1.390094 2.841872 -0.616 0.330 -0.774
H -0.353274 0.839824 3.702172 -4.872 1.679 3.751
C 1.319910 -0.497131 1.074020 2.771 -1.016 0.072
H -0.028853 0.711847 -3.867316 -0.135 0.145 -0.813
H -0.794941 0.131334 1.342859 0.791 -1.187 0.364
O 1.202176 -0.948838 -0.083472 -0.958 0.191 -0.288
H -1.631208 -0.928958 -3.434958 -0.720 -0.241 -0.440
C -1.205805 -0.528099 -2.534337 1.581 -1.430 -0.039
H -0.935973 1.634874 -2.662395 -0.379 1.038 0.230
H -0.269703 -1.342448 2.303224 -0.568 -1.336 0.195
H 0.564511 0.599493 -2.228205 -1.907 1.034 -0.860
H -0.517358 -1.361192 -2.143954 -0.852 1.392 -0.405
C -0.416353 0.739094 -2.869111 2.921 -2.168 2.021
H -1.957510 -0.398643 -1.784147 -0.488 0.215 0.402
O 2.485931 -0.253124 1.595331 -2.719 0.088 -0.105
H 1.189539 0.063003 3.693252 -1.173 -0.037 -0.095

Record 3
140
Properties=species:S:1:pos:R:3:forces:R:3 method="wB97M-V/def2-TZVPD" spin_multiplicity=2 charge=0 homo_lumo_gap_ev="8.7 / 9.4" e_tot_ev=-190336.7076 de_lowest_kj_mol=0.0
O 2.209392 0.704694 -1.699692 -0.029 -0.600 -0.129
C -1.183591 -5.512389 -6.178368 0.137 0.095 -0.247
C -0.794976 5.842086 2.547672 0.103 -0.117 0.071
H -1.438558 -2.188610 -4.728312 -0.039 0.097 -0.087
H -1.358206 3.258947 2.531346 -0.062 -0.033 0.003
O -11.717056 -3.255204 -3.040792 -0.014 -0.048 0.146
H 13.980479 2.677472 11.329879 0.001 -0.002 -0.024
N 3.708352 -0.881935 5.810977 -1.194 1.045 -1.184
C -14.166083 -0.489032 -8.328596 0.061 0.072 -0.034
H -8.154786 -2.801223 -5.859283 -0.003 -0.008 -0.121
H -0.110957 -0.777818 -1.245888 -0.068 -0.108 0.048
C 0.779809 -6.522949 -6.648412 0.096 0.078 -0.009
O -12.945937 -2.792915 -4.827813 -0.127 0.010 -0.065
H 5.376402 1.244494 4.060352 0.060 -0.042 0.042
H 1.236424 -7.483309 -6.431697 -0.123 -0.062 0.048
H 13.097083 1.867236 12.640951 0.054 -0.102 0.050
H -3.601115 -3.042493 -5.531596 0.058 0.034 -0.025
C -0.474910 3.432719 1.908700 0.025 -0.102 0.511
H 1.106740 -6.179848 -7.630297 0.020 0.022 -0.003
H 5.660235 -1.720067 -3.664062 -0.014 0.002 0.036
H -1.405735 1.537825 0.699939 -0.129 -0.157 0.032
C 0.201812 4.705188 2.400476 -0.136 0.232 -0.720
O -4.878943 -0.284216 -3.159997 -0.071 0.102 0.039
H -13.886774 -4.543553 -4.279781 0.050 -0.011 0.000
C 3.948716 7.189740 3.274462 -0.014 0.015 0.073
H -1.432767 5.687107 3.414938 -0.135 -0.028 -0.003
C -11.706311 -2.783298 -4.304896 -0.019 0.013 -0.018
C -7.243182 -5.717666 -6.589957 -0.019 0.015 0.032
H -0.275886 6.788915 2.668166 0.023 0.077 0.032
H -6.053630 -3.710997 -5.040379 0.029 0.033 -0.038
O 15.502663 -0.704956 10.300096 0.075 -0.067 -0.026
O -6.713914 -5.639915 -5.348544 0.060 0.032 0.157
C -3.431736 -3.085614 -4.457860 0.125 0.101 0.168
C 4.015313 7.897125 5.423006 0.111 0.043 -0.006
H 0.149645 -0.821607 2.958486 0.025 0.023 -0.178
C -13.082571 -3.379856 -2.615916 -0.078 0.018 -0.046
H 1.704602 -0.034252 2.762623 0.117 -0.083 -0.039
O -14.878080 0.652842 -6.471334 0.059 0.116 -0.010
H -14.912408 -0.315863 -9.105404 -0.014 0.019 0.011
O -0.648958 -6.643703 -6.667098 0.025 -0.195 -0.004
O 5.091266 7.902598 3.396590 0.105 0.061 -0.013
O 3.221296 7.272606 4.409698 -0.074 0.026 0.073
H 1.092495 -5.914236 -4.575264 -0.013 -0.023 -0.004
C -15.230170 -0.644008 -6.342670 0.052 -0.029 0.013
H -1.020299 1.150303 3.223362 -0.074 0.095 0.115
H 0.295514 3.494216 -0.788068 0.124 0.022 0.008
H -1.104454 2.730310 -1.519241 -0.049 0.041 -0.009
C -4.147413 -1.140389 -3.539880 -0.053 0.056 0.109
C 3.707827 0.926218 0.716704 -0.110 -0.023 -0.273
O -7.084045 -6.626694 -7.337712 0.007 -0.063 -0.049
H 6.725322 1.191826 6.578216 -0.036 0.048 0.146
O 9.776522 1.731144 9.458140 0.012 0.080 0.066
H 4.659023 9.680854 4.342073 -0.023 -0.001 0.000
C -13.815430 -3.509882 -3.939292 -0.111 0.007 0.103
H 3.394252 0.122197 1.380516 0.034 -0.093 0.021
C -2.235677 -2.263781 -3.997109 -0.183 -0.114 -0.073
C 1.820758 2.294746 1.603165 0.159 -0.188 0.008
H -0.863571 3.681183 0.921610 0.023 0.056 -0.069
H -0.356640 0.181082 1.044388 0.049 -0.095 0.038
H -12.899252 0.734623 -7.041157 0.004 -0.033 0.004
C 9.141442 1.262787 8.567872 -0.052 -0.045 -0.050
H 2.346809 3.701675 -0.778725 -0.028 -0.026 -0.182
C 6.096773 -2.704314 -3.489435 -0.023 0.073 0.131
C 0.205003 1.295873 -0.657391 -0.217 -0.689 0.230
H 4.151044 0.504724 -0.179438 0.128 -0.149 -0.082
H -3.388274 -4.123402 -4.149708 -0.115 -0.019 0.049
C 8.228472 -0.272423 7.179966 -0.108 0.049 -0.038
O -14.718573 -1.377275 -7.351367 -0.028 -0.054 -0.109
N 1.655842 0.955175 -0.579544 -0.106 1.403 -0.203
C 13.557749 1.729463 11.667048 -0.078 0.031 -0.054
Br 1.191474 4.527415 4.062252 0.052 -0.069 0.300
H 11.899785 0.436585 11.079233 -0.005 -0.012 0.001
C 3.104353 2.989130 -0.466402 0.006 0.149 0.253
H 6.002367 8.757365 5.050166 0.049 -0.089 -0.071
C -0.516593 0.205649 -1.466612 0.312 0.556 -0.269
C 7.790835 1.118835 6.763324 -0.016 -0.065 -0.094
O 3.630900 6.578437 2.307155 -0.028 -0.044 -0.086
H 0.448362 2.628381 -2.334611 0.116 0.018 0.019
H -9.080996 -4.143095 -5.176623 -0.030 -0.010 0.012
C -8.140641 -3.863815 -5.642907 0.181 -0.134 0.063
C 0.053691 1.345219 3.175145 0.071 -0.057 -0.127
C 4.687223 0.600100 4.579157 0.722 -1.454 1.496
H 0.941196 5.017392 1.662986 0.216 -0.039 0.168
C 5.335062 -3.500213 -2.442594 0.135 0.065 0.026
O -10.731622 -2.412031 -4.878417 -0.006 0.070 -0.001
O 4.251158 -4.843743 -5.372762 -0.131 -0.193 -0.176
O 5.904185 -3.498899 -4.664840 0.128 0.033 -0.033
O 4.340599 -4.156714 -3.236055 -0.045 -0.051 0.108
O 3.383930 0.704229 4.261445 0.240 -0.567 0.634
C 14.641269 0.052927 10.603087 -0.071 0.053 0.018
C 1.000355 -5.478822 -5.570782 0.105 -0.043 -0.020
H 4.857590 -2.886640 -1.685804 -0.121 0.021 -0.032
O -2.334524 -5.220537 -6.245228 -0.097 0.047 0.148
C -0.359138 1.232402 0.758410 0.075 0.195 -0.191
O 14.611765 0.764121 11.755125 0.011 0.066 0.100
O -2.829894 -0.972608 -3.771231 0.275 -0.099 -0.055
H -14.015067 1.683980 -8.049497 -0.115 0.023 0.051
H -14.802886 -3.057337 -3.942450 0.052 0.130 -0.114
C 0.312571 2.091228 1.840811 -0.352 0.058 -0.064
C 2.521853 1.803017 0.306388 0.179 -0.289 0.452
H 0.299903 1.979352 4.021082 0.107 0.076 0.022
N 4.944939 -0.320392 5.504799 -0.994 1.863 -1.883
H -1.826244 -2.631073 -3.054133 -0.023 0.025 0.015
H 4.489229 7.120155 6.024770 0.018 -0.004 -0.008
H 2.329948 1.805462 2.428250 0.107 0.113 0.035
H 8.343699 1.490846 5.898080 0.033 -0.026 0.011
H 8.583137 -0.888570 6.359936 0.127 0.023 0.026
H -13.278028 -0.931234 -8.770139 0.012 -0.087 0.092
H 2.086834 3.340992 1.719858 -0.050 0.040 -0.050
H -1.408750 5.888870 1.648413 -0.094 0.065 -0.032
H 7.157611 -2.602071 -3.279552 0.015 -0.088 -0.082
H 4.458842 1.539181 1.211727 0.013 0.011 0.145
H 7.446678 -0.806135 7.720081 -0.015 0.020 0.014
C 5.018954 8.682839 4.595781 -0.057 0.008 0.072
H 3.696512 2.653102 -1.311550 -0.109 -0.018 -0.176
C -6.933358 -4.314672 -4.840092 -0.175 0.008 -0.101
H -13.194317 -4.240864 -1.963832 0.132 -0.054 -0.034
S 1.098566 -0.455661 5.043022 0.170 -0.130 0.123
O -15.899602 -1.078026 -5.461229 -0.023 -0.079 0.117
O -0.225538 -4.728521 -5.632515 0.016 0.021 0.108
O 8.155900 1.904743 7.906223 -0.025 0.062 -0.052
H -1.580606 0.257626 -1.246530 -0.076 -0.148 0.089
C -13.887273 0.754621 -7.502479 0.051 -0.055 -0.052
H 5.955359 -4.258512 -1.962095 0.008 0.002 -0.020
C -0.030190 2.628105 -1.356499 -0.180 0.083 -0.044
C 0.772609 -0.001945 3.311112 -0.513 -0.020 0.065
O -7.982014 -4.620234 -6.855959 -0.077 0.150 -0.026
H 1.854228 -4.838115 -5.762474 -0.084 0.102 0.009
O 9.307433 0.017986 8.081736 0.016 -0.139 -0.013
H -7.110561 -4.347807 -3.769125 0.012 -0.120 0.006
H 3.387988 8.514556 6.058960 -0.095 -0.003 -0.078
H -13.360066 -2.475230 -2.073641 -0.012 0.018 -0.022
H 12.118828 1.825768 10.009412 0.042 -0.033 -0.114
O -4.517022 -2.412446 -3.784542 0.098 -0.140 -0.094
H 3.766688 3.525202 0.214873 0.041 0.028 0.006
C 4.785274 -4.230269 -4.507415 -0.015 0.147 0.035
O 13.555132 0.331849 9.852027 -0.095 0.008 -0.075
C 12.634408 1.107504 10.634553 0.102 0.041 0.127
H -0.412903 0.417823 -2.529095 0.107 -0.241 -0.064
C 2.814413 -0.247070 5.060897 1.337 -0.725 1.005

Record 4
13
Properties=species:S:1:pos:R:3:forces:R:3 method="wB97M-V/def2-TZVPD" spin_multiplicity=1 charge=0 smiles="CC(=O)[C@H]1CN1" homo_lumo_gap_ev=9.4 e_tot_ev=-7795.5321 de_lowest_kj_mol=396.8
H 2.599929 -0.535579 -0.144954 -0.105 0.029 0.050
C 0.779978 0.598860 -0.153639 -0.151 -0.090 0.082
H -2.445164 -1.153469 -0.309680 0.693 -0.031 0.238
H -1.664696 -0.224349 1.080030 -0.184 0.509 0.186
C -1.750698 -0.366175 0.016629 -0.674 0.724 0.582
H 2.226249 0.265193 1.389424 -0.086 -0.048 -0.164
H -0.584573 -1.171931 -0.628373 1.362 0.017 -1.929
C -0.362448 -0.078844 -0.828029 -0.424 -0.656 1.392
C 1.791217 -0.277611 0.546124 0.057 -0.091 0.044
O 0.934308 1.808010 -0.247001 -0.377 -0.648 0.123
H 1.330915 -1.205495 0.897654 0.110 0.061 -0.038
H -1.460554 1.527522 -0.440389 0.188 0.120 -0.490
N -1.604337 0.660957 -0.965394 -0.407 0.105 -0.076

Record 5
17
Properties=species:S:1:pos:R:3:forces:R:3 method="wB97M-V/def2-TZVPD" spin_multiplicity=1 charge=+1 homo_lumo_gap_ev=10.4 e_tot_ev=-7295.6269 de_lowest_kj_mol=513.4
H 0.566238 4.032734 -0.132801 0.146 -0.941 0.998
H -0.460806 -2.563718 2.840498 0.555 -0.169 -1.623
H -0.195435 0.551313 1.429842 -0.607 -0.294 0.334
H 0.779662 -0.784764 -2.039669 -0.292 -0.065 -0.034
H 1.149235 -2.559474 1.932445 -0.704 0.548 0.165
N 0.069088 0.675269 -0.769262 0.125 -0.329 1.142
N 0.284517 1.882075 -0.174029 0.999 0.255 0.356
C 0.045570 -2.455430 1.826870 0.884 -1.324 1.279
H 0.506119 0.823051 -2.856906 1.134 -1.092 2.100
C 0.525361 0.709067 0.667268 -1.217 0.512 -2.084
H -0.256875 -1.573164 1.348044 -0.179 1.610 -0.259
H 2.030125 0.392865 -1.754647 -0.770 0.533 0.132
H 0.525442 3.150353 -1.659859 -0.437 -0.119 -1.313
H 1.516908 0.370682 0.821406 1.107 0.370 0.316
C 0.467846 3.053140 -0.610619 0.188 0.729 -0.021
H -0.179016 -3.178842 1.055558 -0.585 -0.800 0.421
C 0.928067 0.279257 -1.888222 -0.347 0.575 -1.909

Record 6
17
Properties=species:S:1:pos:R:3:forces:R:3 method="wB97M-V/def2-TZVPD" spin_multiplicity=1 charge=0 smiles="C1=CCOCCC1" homo_lumo_gap_ev=9.6 e_tot_ev=-8427.2547 de_lowest_kj_mol=384.6
H 2.310902 0.124183 -0.549403 -0.191 -0.055 -0.051
C 1.373881 -0.293692 -0.959361 -0.056 -0.084 0.159
C -0.751178 -1.455024 -0.073369 -2.243 1.256 0.670
H 1.054760 1.814552 0.404319 -0.182 -0.084 -0.055
H -2.260102 -0.169338 1.646437 0.300 -0.336 -0.615
H -1.173883 -1.239436 -1.038321 -0.265 -0.446 -0.445
C -0.991404 1.204158 0.706763 -0.043 -0.752 -0.238
C -1.465959 -0.045802 0.891011 -0.182 -0.568 -1.251
H -0.112454 2.572589 -0.678439 -0.017 -0.110 0.113
H -1.066628 -2.381856 0.403456 -0.327 0.234 -0.183
H 0.116586 -0.651496 0.814089 4.537 0.374 0.705
H 1.397114 -1.958976 0.565372 -0.501 -0.092 -0.538
H -1.410792 2.075587 1.237615 0.101 -0.674 0.038
C 0.152595 1.619340 -0.205374 -0.098 0.088 0.069
H 1.623343 -0.715191 -1.946777 -0.194 -0.205 0.388
O 0.457714 0.744284 -1.266585 0.019 0.146 -0.149
C 0.745504 -1.243881 0.048567 -0.657 1.308 1.383